Entry 1:
Below is an isolated molecule of C4H4P2, with properties calculated with ωB97M-V with the def2-TZVPD basis set.

Last column: Mulliken charge in e.
Atoms and positions in Å:
H (-1.33221, -0.10713, -1.52675)  0.31
H (-0.54738, 2.17910, -0.00143)  0.37
C (-0.58637, 0.02210, 0.77559)  -0.15
H (-0.24055, -2.02661, -0.00703)  0.37
C (-0.58359, 0.02182, -0.76921)  -0.14
H (-1.34202, -0.10179, 1.52626)  0.31
C (-0.17286, 1.17724, 0.00199)  -0.90
P (2.59280, 0.87982, -0.00222)  0.01
C (0.14773, -1.01160, 0.00504)  -0.15
P (2.06445, -1.03294, -0.00224)  -0.02

Values from the calculation:
LUMO level (spin up / spin down) = -0.48 / -1.70 eV
Kohn-Sham gap (spin up / spin down) = 5.380 / 7.341 eV
2S+1 = 3
ΔE to the lowest compared entry with this formula, charge and spin = 0.0 kJ/mol
HOMO level (spin up / spin down) = -5.857 / -9.037 eV

Entry 2:
Below is an isolated molecule of C4H4S, with properties calculated with ωB97M-V with the def2-TZVPD basis set.

Last column: Mulliken charge in e.
Atoms and positions in Å:
H (-1.08629, -1.56247, -0.48610)  0.37
H (0.29976, -1.34683, -1.59786)  0.31
H (-1.16508, -0.53488, -1.54919)  0.36
H (2.20702, 0.99123, 0.30155)  0.35
C (0.13439, 0.09682, -0.01834)  0.56
C (-0.42371, -0.92937, -0.97252)  -1.09
S (-1.07278, 1.50046, 2.72086)  -0.30
C (1.15428, 0.89790, 0.41254)  -0.10
C (-0.04758, 0.88714, 1.18908)  -0.47

Values from the calculation:
LUMO level = 0.47 eV
Kohn-Sham gap = 8.375 eV
ΔE to the lowest compared entry with this formula, charge and spin = 363.0 kJ/mol
HOMO level = -7.906 eV